No. 1
ORCA calculation (ωB97M-V/def2-TZVPD) on a 2-piece molecular cluster, C3H4O2S overall at a distorted geometry.

Each line ends with the Löwdin charge.
Element x y z (Å)
1 C 0.823 -1.336 -1.666  -0.291
2 C -0.717 -0.238 1.835  -0.284
3 C 0.981 -0.061 -1.867  -0.026
4 O 0.317 -2.403 -1.568  0.136
5 O 1.626 -0.576 2.725  -0.573
6 S 0.881 0.160 1.709  0.857
7 H -1.170 -0.946 2.489  0.018
8 H -1.484 0.385 1.440  -0.001
9 H -0.051 0.316 -2.272  0.128
10 H 1.904 0.442 -1.900  0.038

As for the total charge: 0. As for the energy above the lowest of the compared OMol25 structures with the same formula, charge and spin: 77.3 kcal per mole.

No. 2
ORCA calculation (ωB97M-V/def2-TZVPD) on a 6-piece molecular cluster, C27H65ClN5O7 overall at a distorted geometry.

Each line ends with the Löwdin charge.
Element x y z (Å)
1 N -4.047 2.730 -0.300  0.328
2 H -5.045 2.649 -0.508  0.157
3 H -3.508 2.443 -1.119  0.160
4 H -3.789 2.078 0.458  0.105
5 H -3.891 3.687 0.012  0.159
6 N 2.082 2.401 3.782  0.310
7 H 2.007 2.481 2.757  0.130
8 H 3.039 2.635 4.045  0.157
9 H 1.840 1.470 4.121  0.149
10 H 1.388 3.081 4.101  0.154
11 Cl -0.753 1.009 1.094  0.656
12 O -0.305 1.601 -0.140  -0.354
13 O -0.126 1.784 2.154  -0.398
14 O -2.197 1.059 1.176  -0.385
15 O -0.337 -0.356 1.144  -0.316
16 C 6.361 -1.241 2.366  -0.034
17 C 5.116 -2.119 2.114  -0.503
18 C 3.890 -1.379 2.664  -0.137
19 C 3.380 -0.237 1.777  -0.197
20 C 3.092 -0.787 0.375  -0.128
21 C 4.378 -1.293 -0.275  -0.522
22 N 4.919 -2.244 0.674  -0.109
23 O 5.823 -3.175 0.093  0.000
24 C 3.958 -1.984 -1.571  -0.026
25 C 5.305 -0.132 -0.656  -0.016
26 C 5.292 -3.449 2.827  -0.015
27 H 7.272 -1.685 1.957  0.085
28 H 6.538 -1.108 3.440  0.086
29 H 6.301 -0.230 1.960  0.062
30 H 3.052 -2.066 2.815  0.124
31 H 4.083 -0.872 3.618  0.113
32 H 4.112 0.582 1.810  0.095
33 H 2.445 0.233 2.111  0.074
34 H 2.615 -0.016 -0.236  0.115
35 H 2.361 -1.579 0.541  0.129
36 H 4.850 -2.415 -2.033  0.084
37 H 3.295 -2.840 -1.425  0.096
38 H 3.476 -1.307 -2.274  0.066
39 H 6.291 -0.456 -0.996  0.089
40 H 4.877 0.457 -1.470  0.079
41 H 5.437 0.540 0.191  0.057
42 H 5.040 -4.258 2.139  0.089
43 H 4.584 -3.540 3.652  0.081
44 H 6.295 -3.666 3.187  0.085
45 H 6.619 -2.640 -0.031  0.093
46 C -4.101 -2.799 2.234  -0.016
47 C -5.448 -2.217 2.721  -0.498
48 C -6.069 -3.209 3.732  -0.149
49 C -6.895 -2.606 4.877  -0.157
50 C -5.933 -1.699 5.621  -0.148
51 C -5.477 -0.524 4.774  -0.520
52 N -5.199 -0.956 3.423  -0.127
53 O -4.851 0.112 2.559  -0.029
54 C -6.610 0.518 4.794  -0.042
55 C -4.232 0.141 5.403  -0.024
56 C -6.473 -2.015 1.603  -0.032
57 H -4.067 -3.888 2.270  0.079
58 H -3.915 -2.471 1.208  0.079
59 H -3.304 -2.467 2.900  0.088
60 H -6.793 -3.789 3.134  0.111
61 H -5.471 -4.083 4.009  0.116
62 H -7.674 -2.083 4.319  0.105
63 H -7.327 -3.389 5.493  0.118
64 H -5.147 -2.273 6.117  0.126
65 H -6.486 -1.270 6.468  0.123
66 H -6.612 1.052 5.749  0.086
67 H -7.598 0.157 4.510  0.079
68 H -6.411 1.353 4.110  0.073
69 H -4.192 1.232 5.322  0.075
70 H -3.383 -0.127 4.768  0.078
71 H -4.088 -0.128 6.447  0.080
72 H -6.208 -1.332 0.797  0.069
73 H -6.724 -2.989 1.187  0.087
74 H -7.341 -1.564 2.091  0.087
75 H -4.025 -0.206 2.170  0.064
76 C 2.328 3.034 -7.113  -0.041
77 C 1.091 2.990 -6.199  -0.513
78 C 0.017 2.118 -6.885  -0.137
79 C 0.304 0.624 -6.721  -0.172
80 C 0.476 0.305 -5.242  -0.154
81 C 1.558 1.130 -4.564  -0.515
82 N 1.338 2.538 -4.840  -0.093
83 O 2.274 3.346 -4.160  -0.003
84 C 1.351 0.863 -3.065  -0.048
85 C 2.964 0.606 -4.911  -0.015
86 C 0.504 4.406 -6.201  -0.044
87 H 2.548 2.122 -7.679  0.078
88 H 3.265 3.287 -6.609  0.076
89 H 2.254 3.739 -7.947  0.089
90 H -0.988 2.312 -6.499  0.118
91 H 0.058 2.389 -7.941  0.123
92 H 1.296 0.552 -7.198  0.099
93 H -0.305 -0.110 -7.245  0.114
94 H 0.545 -0.759 -5.013  0.122
95 H -0.504 0.539 -4.795  0.123
96 H 2.266 1.222 -2.572  0.066
97 H 0.575 1.427 -2.548  0.069
98 H 1.261 -0.181 -2.762  0.086
99 H 3.689 0.900 -4.151  0.073
100 H 2.989 -0.450 -5.169  0.094
101 H 3.348 1.117 -5.800  0.064
102 H -0.423 4.490 -5.621  0.083
103 H 0.281 4.790 -7.191  0.086
104 H 1.176 5.047 -5.622  0.082
105 H 3.098 3.281 -4.668  0.083

As for the total charge: +1. As for the energy above the lowest of the compared OMol25 structures with the same formula, charge and spin: 94.4 kcal per mole.

No. 3
ORCA calculation (ωB97M-V/def2-TZVPD) on a 2-piece molecular cluster, C2H5NO2S overall at a distorted geometry.

Each line ends with the Löwdin charge.
Element x y z (Å)
1 O 0.422 0.202 -3.152  0.228
2 C -0.653 -0.165 -3.184  -0.460
3 O -1.749 -0.456 -3.142  0.225
4 C 1.294 0.511 1.283  -0.469
5 S -0.409 0.896 1.678  0.688
6 N -0.865 -0.632 0.966  -0.396
7 H 2.014 0.913 2.058  0.038
8 H 1.600 1.018 0.303  0.039
9 H 1.283 -0.615 1.149  0.038
10 H -1.322 -1.037 1.828  0.023
11 H -1.613 -0.635 0.212  0.046

As for the total charge: 0. The SMILES is O=C=O.CSN. As for the energy above the lowest of the compared OMol25 structures with the same formula, charge and spin: 11.2 kcal per mole.

No. 4
ORCA calculation (ωB97M-V/def2-TZVPD) on C7H17Br4MnN2O5 as an isolated structure at a distorted geometry.

Each line ends with the Mulliken spin population.
Element x y z (Å)
1 Mn -3.792 -0.900 0.323  6.059
2 C -0.961 0.464 -0.165  -0.012
3 O -1.861 -0.588 -0.370  -0.099
4 H -1.179 1.362 -0.743  0.001
5 H -0.808 0.739 0.879  0.022
6 H 0.050 0.167 -0.445  0.010
7 Br 3.375 0.596 -4.559  0.000
8 C 2.046 -0.025 -3.204  0.000
9 C 2.700 -0.619 -1.933  -0.001
10 Br 3.670 -2.395 -2.226  0.000
11 H 1.569 -0.853 -3.726  0.000
12 H 1.370 0.795 -2.962  0.000
13 H 1.978 -0.874 -1.158  0.002
14 H 3.349 0.132 -1.483  0.000
15 Br 0.690 -3.919 3.407  0.000
16 C 0.819 -2.752 1.819  -0.015
17 C 1.906 -1.720 2.035  0.000
18 Br 3.692 -2.644 2.138  0.000
19 H -0.181 -2.408 1.553  0.018
20 H 1.104 -3.386 0.980  0.000
21 H 1.864 -1.172 2.976  0.000
22 H 2.001 -1.072 1.164  0.000
23 C -0.682 2.022 3.647  -0.004
24 N 0.320 1.755 4.717  0.000
25 O -0.097 1.343 5.786  0.000
26 O 1.522 1.809 4.415  0.000
27 H -1.030 1.097 3.188  0.010
28 H -0.097 2.591 2.925  0.000
29 H -1.442 2.665 4.092  -0.001
30 C -2.568 0.846 -3.430  -0.003
31 N -3.882 1.449 -3.114  0.004
32 O -4.699 1.528 -4.024  0.004
33 O -4.155 1.890 -1.974  -0.002
34 H -1.715 1.480 -3.186  0.000
35 H -2.542 0.637 -4.499  -0.001
36 H -2.334 -0.041 -2.841  0.008

As for the total charge: 0. As for the spin multiplicity: 7. Its expectation value of S² is 12.002.

No. 5
ORCA calculation (ωB97M-V/def2-TZVPD) on a 19-piece molecular cluster, C27H39BrCl60N2P overall at a distorted geometry.

Each line ends with the Löwdin charge.
Element x y z (Å)
1 C 2.955 1.135 2.331  -0.078
2 C 1.944 0.367 1.314  -0.326
3 N 2.723 -0.793 0.745  -0.241
4 P 2.275 -2.313 1.550  1.065
5 C 3.567 -3.579 0.919  -0.299
6 N 4.555 -3.989 1.965  -0.493
7 C 5.376 -2.841 2.460  -0.114
8 C 0.522 -2.697 0.979  -0.358
9 C -0.210 -3.880 1.758  -0.707
10 C -0.572 -3.557 3.278  -0.223
11 Br -1.977 -4.141 0.821  0.698
12 H 3.196 2.128 1.835  0.042
13 H 3.906 0.501 2.409  0.077
14 H 2.405 1.232 3.320  0.060
15 H 0.984 0.030 1.826  0.096
16 H 1.685 1.051 0.423  0.004
17 H 2.369 -0.940 -0.223  0.056
18 H 2.414 -2.198 2.970  0.076
19 H 4.177 -3.077 0.077  0.094
20 H 3.045 -4.470 0.414  0.120
21 H 5.232 -4.593 1.453  0.111
22 H 6.163 -2.518 1.688  0.039
23 H 5.987 -3.242 3.353  0.112
24 H 4.779 -1.958 2.854  0.076
25 H 0.606 -3.025 -0.120  0.098
26 H -0.071 -1.721 1.061  0.068
27 H 0.332 -4.881 1.732  0.091
28 H -1.286 -4.391 3.629  0.081
29 H 0.322 -3.582 3.980  0.001
30 H -1.186 -2.590 3.363  0.094
31 C 3.198 3.330 -1.465  -1.509
32 Cl 2.318 4.288 -0.266  0.527
33 Cl 4.910 3.219 -1.034  0.541
34 Cl 2.485 1.714 -1.622  0.546
35 H 3.119 3.831 -2.426  -0.055
36 C 2.699 4.260 5.063  -1.589
37 Cl 4.014 4.329 3.880  0.517
38 Cl 1.130 4.158 4.248  0.509
39 Cl 2.920 2.889 6.161  0.514
40 H 2.719 5.175 5.649  -0.080
41 C -3.386 -6.576 -1.603  -1.559
42 Cl -2.053 -6.542 -2.767  0.523
43 Cl -4.944 -6.576 -2.440  0.532
44 Cl -3.250 -7.984 -0.543  0.533
45 H -3.326 -5.679 -0.991  -0.075
46 C 6.041 4.292 7.745  -1.530
47 Cl 7.606 5.085 7.959  0.537
48 Cl 5.418 3.716 9.297  0.528
49 Cl 4.885 5.393 6.982  0.541
50 H 6.178 3.434 7.091  0.014
51 C 6.833 -0.826 -1.457  -1.503
52 Cl 5.139 -0.479 -1.069  0.521
53 Cl 7.581 0.561 -2.256  0.539
54 Cl 7.732 -1.262 0.003  0.521
55 H 6.861 -1.672 -2.141  0.019
56 C 1.312 7.290 -3.348  -1.546
57 Cl 1.629 5.548 -3.424  0.555
58 Cl 1.087 7.821 -1.675  0.505
59 Cl 2.626 8.194 -4.111  0.547
60 H 0.394 7.489 -3.897  -0.093
61 C 2.792 -6.471 4.200  -1.459
62 Cl 1.112 -6.065 4.595  0.543
63 Cl 3.581 -5.092 3.321  0.590
64 Cl 3.662 -6.897 5.694  0.508
65 H 2.787 -7.339 3.544  0.005
66 C -2.891 9.332 -2.931  -1.522
67 Cl -2.060 10.799 -2.395  0.539
68 Cl -1.753 8.223 -3.712  0.573
69 Cl -3.695 8.541 -1.569  0.521
70 H -3.648 9.614 -3.659  -0.066
71 C -7.109 9.449 -4.027  -1.528
72 Cl -6.785 7.710 -4.087  0.554
73 Cl -7.334 9.981 -2.358  0.504
74 Cl -5.796 10.352 -4.797  0.566
75 H -8.027 9.646 -4.576  -0.030
76 C -7.741 -8.174 -4.778  -1.554
77 Cl -8.386 -6.836 -5.738  0.525
78 Cl -8.432 -8.161 -3.149  0.514
79 Cl -8.059 -9.721 -5.576  0.527
80 H -6.664 -8.047 -4.694  -0.007
81 C -10.818 11.774 -3.023  -1.516
82 Cl -9.510 11.821 -4.216  0.543
83 Cl -12.391 11.709 -3.828  0.534
84 Cl -10.620 10.393 -1.934  0.510
85 H -10.774 12.685 -2.431  0.020
86 C -6.290 6.169 -7.469  -1.560
87 Cl -6.258 4.403 -7.571  0.516
88 Cl -4.653 6.829 -7.602  0.507
89 Cl -7.336 6.846 -8.723  0.524
90 H -6.694 6.449 -6.497  -0.052
91 C -1.934 -4.052 -5.919  -1.552
92 Cl -2.309 -4.657 -7.537  0.533
93 Cl -0.198 -3.739 -5.759  0.502
94 Cl -2.864 -2.588 -5.570  0.511
95 H -2.213 -4.815 -5.194  -0.029
96 C -1.061 -2.323 7.546  -1.515
97 Cl -2.749 -2.714 7.196  0.503
98 Cl 0.016 -3.535 6.837  0.523
99 Cl -0.659 -0.708 6.944  0.512
100 H -0.923 -2.331 8.625  0.021
101 C 6.688 -7.776 2.768  -1.475
102 Cl 5.315 -6.788 3.306  0.517
103 Cl 8.005 -6.741 2.193  0.520
104 Cl 7.250 -8.832 4.072  0.541
105 H 6.358 -8.401 1.940  0.020
106 C 11.560 -1.612 -1.683  -1.527
107 Cl 12.262 -1.475 -3.300  0.534
108 Cl 11.010 -0.032 -1.109  0.507
109 Cl 10.227 -2.777 -1.680  0.495
110 H 12.330 -1.973 -1.005  0.018
111 C -7.435 -13.193 -7.775  -1.553
112 Cl -6.101 -13.160 -8.937  0.516
113 Cl -8.992 -13.194 -8.616  0.518
114 Cl -7.301 -14.602 -6.714  0.517
115 H -7.377 -12.295 -7.162  -0.020
116 C -5.852 -0.549 4.896  -1.537
117 Cl -6.693 0.468 6.073  0.532
118 Cl -4.142 -0.712 5.323  0.469
119 Cl -6.619 -2.140 4.788  0.523
120 H -5.918 -0.071 3.921  0.013
121 C -1.947 0.419 -1.047  -1.508
122 Cl -1.079 1.845 -0.461  0.539
123 Cl -0.829 -0.708 -1.833  0.521
124 Cl -2.803 -0.378 0.281  0.522
125 H -2.680 0.742 -1.782  0.023
126 C 1.844 8.427 3.350  -1.515
127 Cl 3.549 8.369 2.886  0.531
128 Cl 0.819 7.816 2.043  0.511
129 Cl 1.574 7.508 4.838  0.543
130 H 1.575 9.465 3.536  0.019

As for the total charge: +1. As for the energy above the lowest of the compared OMol25 structures with the same formula, charge and spin: 55.1 kcal per mole.

No. 6
ORCA calculation (ωB97M-V/def2-TZVPD) on a 2-piece molecular cluster, C5H7NO2 overall at a distorted geometry.

Each line ends with the Löwdin charge.
Element x y z (Å)
1 C 1.621 1.277 -1.122  0.043
2 C 0.554 0.515 -1.056  -0.229
3 N -0.107 -0.386 -1.638  0.011
4 O -1.506 -0.347 -1.482  -0.060
5 H 2.290 1.353 -0.279  0.066
6 H 1.831 1.884 -1.988  0.067
7 H -1.814 -1.089 -2.021  0.094
8 C -0.410 -1.796 1.298  -0.114
9 C -0.368 -0.376 1.508  -0.057
10 C -0.163 0.780 1.152  -0.232
11 O -0.150 2.086 1.393  0.054
12 H 0.407 -2.003 0.571  0.090
13 H -1.324 -2.103 0.789  0.073
14 H -0.328 -2.346 2.235  0.077
15 H -0.533 2.549 0.639  0.116

As for the total charge: 0. The SMILES is C=C=NO.CC#CO. As for the energy above the lowest of the compared OMol25 structures with the same formula, charge and spin: 148.9 kcal per mole.

Number 1: DFT total energy -665.26247 Eh. Number 2: DFT total energy -2327.69482 Eh. Number 3: DFT total energy -682.62170 Eh. Number 4: DFT total energy -12209.37235 Eh. Number 5: DFT total energy -31688.08933 Eh. Number 6: DFT total energy -399.72824 Eh.